Entry 1:
{
  "formula": "C21H46ClNO37PS10",
  "method": "the ωB97M-V functional and the def2-TZVPD basis",
  "species": ["C", "C", "S", "C", "N", "P", "O", "Cl", "H", "H", "H", "H", "H", "H", "H", "H", "H", "H", "C", "C", "O", "S", "O", "O", "O", "H", "H", "H", "H", "C", "C", "O", "S", "O", "O", "O", "H", "H", "H", "H", "C", "C", "O", "S", "O", "O", "O", "H", "H", "H", "H", "C", "C", "O", "S", "O", "O", "O", "H", "H", "H", "H", "C", "C", "O", "S", "O", "O", "O", "H", "H", "H", "H", "C", "C", "O", "S", "O", "O", "O", "H", "H", "H", "H", "C", "C", "O", "S", "O", "O", "O", "H", "H", "H", "H", "C", "C", "O", "S", "O", "O", "O", "H", "H", "H", "H", "C", "C", "O", "S", "O", "O", "O", "H", "H", "H", "H"],
  "xyz": [[1.1878, -3.2213, 2.1211], [1.3173, -4.7803, 2.1184], [-0.1030, -5.7056, 1.4482], [-1.6419, -5.1471, 2.1900], [-2.1398, -3.8712, 1.5126], [-2.7243, -2.5661, 2.6613], [-2.6280, -1.1479, 1.8854], [-1.4258, -2.3913, 4.2843], [1.7024, -2.8439, 1.2218], [0.1615, -2.8455, 2.0792], [1.7442, -2.8135, 2.9790], [1.6046, -5.0839, 3.1379], [2.1785, -5.0240, 1.4610], [-1.6274, -5.0699, 3.2872], [-2.3897, -5.9207, 1.9544], [-1.4154, -3.5635, 0.8263], [-2.9562, -4.1122, 0.9367], [-2.2741, -1.3532, 0.9968], [0.9054, -2.2609, -3.4692], [2.2183, -2.8064, -2.9517], [1.8981, -3.3217, -1.6430], [0.4098, -3.8778, -1.6453], [0.4434, -5.2807, -1.8285], [-0.2949, -3.2658, -0.5561], [-0.0874, -3.2007, -2.9999], [0.6805, -1.2872, -3.0391], [0.8814, -2.1903, -4.5522], [2.9881, -2.0473, -2.8891], [2.5766, -3.6371, -3.5634], [0.6052, 2.5450, -3.9740], [1.8131, 3.1859, -3.3250], [2.7819, 2.1311, -3.2531], [2.6002, 1.1544, -4.5024], [3.5317, 1.5074, -5.5071], [2.4857, -0.1790, -4.0119], [1.1458, 1.6600, -4.9628], [0.0380, 1.9479, -3.2553], [-0.0545, 3.2751, -4.4371], [1.5973, 3.5760, -2.3335], [2.2268, 3.9839, -3.9450], [-1.6653, 3.8569, 3.0423], [-0.3494, 3.2491, 3.4794], [-0.5876, 1.8362, 3.4777], [-1.6385, 1.4723, 2.3224], [-0.9208, 1.0310, 1.1759], [-2.6827, 0.7058, 2.8898], [-2.1675, 2.9638, 2.0380], [-2.3840, 3.8854, 3.8640], [-1.5433, 4.8577, 2.6342], [-0.0412, 3.5842, 4.4664], [0.4452, 3.4604, 2.7600], [-5.4043, -1.1219, -1.8599], [-5.9891, -2.4917, -1.5817], [-5.7867, -2.6880, -0.1745], [-5.8836, -1.2564, 0.5704], [-7.1884, -1.1074, 1.1031], [-4.7105, -1.0996, 1.3733], [-5.7508, -0.3290, -0.7202], [-4.3134, -1.1615, -1.9287], [-5.8072, -0.6756, -2.7663], [-5.5022, -3.2786, -2.1529], [-7.0630, -2.5135, -1.7771], [-5.0988, 4.9864, -0.6702], [-4.8532, 4.8849, -2.1612], [-4.7751, 3.4775, -2.4187], [-5.7474, 2.6965, -1.4008], [-6.9731, 2.4268, -2.0610], [-5.0023, 1.6743, -0.7601], [-5.9839, 3.9028, -0.3687], [-4.1758, 4.8412, -0.1035], [-5.5506, 5.9347, -0.3886], [-3.9364, 5.3817, -2.4686], [-5.6931, 5.2886, -2.7309], [7.8256, 2.2761, -1.2317], [7.5576, 2.9387, -2.5652], [6.1489, 2.7750, -2.7714], [5.3938, 2.8018, -1.3565], [4.8737, 4.1033, -1.1238], [4.5836, 1.6400, -1.2647], [6.6874, 2.5984, -0.4235], [7.8747, 1.1892, -1.3304], [8.7386, 2.6377, -0.7645], [8.1196, 2.4849, -3.3780], [7.7719, 4.0062, -2.5281], [5.4583, 8.6844, -2.1028], [5.6589, 8.7306, -3.6031], [5.9345, 7.3751, -3.9711], [5.1300, 6.3810, -2.9932], [3.9296, 5.9813, -3.6397], [6.0378, 5.4429, -2.4515], [4.7555, 7.4594, -1.8635], [6.4129, 8.6394, -1.5742], [4.8820, 9.5304, -1.7359], [6.4793, 9.3812, -3.8953], [4.7468, 9.0438, -4.1167], [-5.4776, -0.2689, 4.8312], [-6.0484, -1.6352, 5.1180], [-5.8598, -1.8231, 6.5241], [-5.9724, -0.3979, 7.2678], [-7.2851, -0.2556, 7.7817], [-4.8191, -0.2246, 8.0733], [-5.8411, 0.5326, 5.9599], [-4.3866, -0.2980, 4.7716], [-5.8774, 0.1608, 3.9155], [-5.5484, -2.4202, 4.5548], [-7.1211, -1.6681, 4.9117], [4.5829, -9.2033, 1.6011], [3.1325, -8.9417, 1.2524], [2.9052, -7.5853, 1.6570], [4.2595, -6.7391, 1.4639], [4.1817, -6.0503, 0.2248], [4.5505, -6.0788, 2.6841], [5.2611, -7.9784, 1.2946], [4.7061, -9.4043, 2.6674], [5.0054, -10.0248, 1.0277], [2.4512, -9.6145, 1.7669], [2.9632, -9.0077, 0.1752]],
  "charge": 1,
  "homo_energy_ev": -11.51,
  "multiplicity": 1,
  "relative_energy_kj_mol": 0.0,
  "lumo_energy_ev": -2.21
}

***

Entry 2:
{
  "formula": "C9H12B6Ca2F24O9",
  "method": "the ωB97M-V functional and the def2-TZVPD basis",
  "species": ["Ca", "Ca", "B", "F", "F", "F", "F", "B", "F", "F", "F", "F", "B", "F", "F", "F", "F", "B", "F", "F", "F", "F", "B", "F", "F", "F", "F", "B", "F", "F", "F", "F", "C", "C", "O", "C", "O", "O", "H", "H", "H", "H", "C", "C", "O", "C", "O", "O", "H", "H", "H", "H", "C", "C", "O", "C", "O", "O", "H", "H", "H", "H"],
  "xyz": [[0.6428, 2.0226, 2.1599], [-1.4089, -2.6215, -0.1272], [-3.4898, -1.9753, 1.7044], [-2.3227, -2.8414, 1.8385], [-3.6948, -1.3497, 2.8943], [-3.1617, -1.0798, 0.6564], [-4.5945, -2.7697, 1.3641], [3.7653, -0.0184, 2.8010], [4.6397, -0.0658, 1.6749], [2.7701, 0.9891, 2.5178], [3.1749, -1.2300, 3.0144], [4.5068, 0.4246, 3.9128], [0.1676, -0.1912, 0.0413], [1.3718, 0.2512, 0.6729], [-0.5636, -0.8580, 1.0565], [-0.4611, 0.9974, -0.2743], [0.3963, -1.1363, -0.9683], [0.9158, -4.3813, 1.6576], [0.2458, -3.8915, 2.7579], [0.5315, -3.5839, 0.4879], [2.2949, -4.2580, 1.7826], [0.5218, -5.6968, 1.3865], [-2.1191, 2.1757, 3.2842], [-3.1301, 3.0036, 2.7269], [-1.6018, 1.3727, 2.2047], [-1.0406, 3.0343, 3.6604], [-2.6013, 1.3907, 4.2671], [0.2393, -0.1374, 5.0115], [-0.4771, 0.5186, 6.0304], [1.3063, -0.8507, 5.5583], [-0.5747, -0.9629, 4.2657], [0.7982, 0.9259, 4.1686], [-2.7016, 5.1619, -1.4676], [-2.4073, 3.7313, -1.9247], [-1.8646, 3.1533, -0.7653], [-1.3062, 4.1103, -0.0222], [-0.5295, 3.9335, 0.8652], [-1.7307, 5.3314, -0.4123], [-3.6839, 5.2367, -1.0038], [-2.5016, 5.9312, -2.2056], [-1.6880, 3.7187, -2.7491], [-3.3143, 3.2351, -2.2626], [-1.9607, -0.5935, -5.6174], [-1.2543, 0.6521, -5.0527], [-1.3544, 0.5041, -3.6423], [-1.9542, -0.6560, -3.3369], [-2.0409, -1.1164, -2.2451], [-2.4730, -1.2311, -4.4472], [-1.3082, -1.2776, -6.1500], [-2.8112, -0.2552, -6.2056], [-1.7620, 1.5803, -5.3193], [-0.2172, 0.7592, -5.3675], [4.7250, -1.3092, -0.9129], [3.5875, -2.3444, -0.8068], [3.5192, -2.8995, -2.1240], [4.2049, -2.1158, -2.9780], [4.3478, -2.3753, -4.1397], [4.7653, -1.0746, -2.3444], [5.7142, -1.6035, -0.5785], [4.3785, -0.4409, -0.3645], [2.6656, -1.8559, -0.5163], [3.9088, -3.0970, -0.0924]],
  "charge": -2,
  "homo_energy_ev": -5.20,
  "multiplicity": 1,
  "lumo_energy_ev": 2.63
}

***

Entry 3:
{
  "formula": "C2H6N2Si",
  "method": "the ωB97M-V functional and the def2-TZVPD basis",
  "species": ["C", "C", "N", "N", "Si", "H", "H", "H", "H", "H", "H"],
  "xyz": [[-0.1176, 0.3853, -0.7844], [0.5691, -0.8026, -0.3702], [0.7287, 1.1346, 0.1335], [1.4117, -0.0816, 0.4646], [-1.8530, 0.1539, 0.1897], [-0.2486, 0.7087, -1.8053], [0.4258, -1.8619, -0.4067], [1.3493, 1.8336, -0.2671], [1.5071, -0.2843, 1.4584], [-1.4562, -0.0024, 1.5930], [-2.3165, -1.1831, -0.2055]],
  "homo_energy_ev": -6.70,
  "multiplicity": 1,
  "relative_energy_kj_mol": 403.2,
  "lumo_energy_ev": 0.14
}

***

Entry 4:
{
  "formula": "CH3O4Si",
  "method": "the ωB97M-V functional and the def2-TZVPD basis",
  "species": ["C", "O", "O", "O", "O", "Si", "H", "H", "H"],
  "xyz": [[0.1661, 1.6542, 0.4261], [-2.9069, 0.0344, 0.1188], [0.5897, 2.2283, -0.5090], [0.4800, -0.1101, 0.1587], [3.2382, -0.7623, 0.1402], [1.7487, -0.9778, -0.0815], [-2.4186, 0.8286, 0.3593], [-2.2058, -0.6186, 0.0130], [1.3086, -2.2766, -0.6256]],
  "charge": -1,
  "homo_energy_ev": -4.91,
  "multiplicity": 1,
  "relative_energy_kj_mol": 204.3,
  "lumo_energy_ev": 3.99
}

***

Entry 5:
{
  "formula": "C19H39IrO3P3S",
  "method": "the ωB97M-V functional and the def2-TZVPD basis",
  "species": ["P", "C", "H", "H", "H", "C", "H", "H", "H", "C", "H", "H", "H", "P", "C", "H", "H", "H", "C", "H", "H", "H", "C", "H", "H", "H", "P", "C", "H", "H", "H", "C", "H", "H", "H", "C", "H", "H", "H", "Ir", "C", "O", "C", "O", "C", "C", "C", "C", "C", "C", "H", "H", "H", "H", "H", "H", "C", "S", "C", "O", "H", "H", "H", "H", "H", "H"],
  "xyz": [[2.6731, -0.4332, 0.1075], [3.4286, -0.6840, 1.7730], [4.5194, -0.6880, 1.6480], [3.0795, -1.6421, 2.1807], [3.1367, 0.1353, 2.4446], [3.3421, -1.8920, -0.7725], [3.2451, -1.7416, -1.8557], [2.7580, -2.7621, -0.4437], [4.4016, -2.0228, -0.5099], [3.8175, 0.8744, -0.5136], [4.8496, 0.4943, -0.5474], [3.7664, 1.7566, 0.1435], [3.4792, 1.1369, -1.5280], [-0.8788, 3.1053, -0.3879], [-0.8714, 4.0618, 1.1814], [-1.3636, 5.0440, 1.0357], [0.1687, 4.2115, 1.5233], [-1.4175, 3.4790, 1.9459], [0.1901, 4.0010, -1.5653], [0.0868, 3.5652, -2.5776], [1.2404, 3.8878, -1.2374], [-0.0903, 5.0774, -1.5741], [-2.6053, 3.0933, -1.0071], [-2.9254, 4.1218, -1.2662], [-3.2657, 2.6845, -0.2215], [-2.6597, 2.4366, -1.8959], [-2.0752, -1.7609, 0.1337], [-2.9244, -2.0451, 1.7455], [-3.5138, -2.9683, 1.6626], [-3.5836, -1.1975, 1.9827], [-2.1801, -2.1624, 2.5567], [-3.5393, -1.6949, -0.9699], [-4.2522, -2.4880, -0.6922], [-3.2140, -1.8330, -2.0131], [-4.0120, -0.7074, -0.8465], [-1.4633, -3.4536, -0.2179], [-2.3339, -4.1161, -0.3496], [-0.8172, -3.8097, 0.5997], [-0.9004, -3.3986, -1.1599], [-0.2080, 0.9042, -0.1235], [1.0687, 1.5748, 1.0519], [1.7891, 2.0102, 1.8835], [-1.6892, 0.8228, 1.0134], [-2.5541, 0.8792, 1.8117], [-1.3538, -0.0554, -3.2860], [-0.7057, -1.2810, -3.1129], [0.6829, -1.3344, -3.0776], [1.4328, -0.1608, -3.1783], [0.7837, 1.0636, -3.3449], [-0.6066, 1.1188, -3.3729], [-2.4383, -0.0121, -3.3979], [-1.2798, -2.1999, -3.0171], [1.1819, -2.3070, -3.0227], [2.5163, -0.1893, -3.1355], [1.3880, 1.9602, -3.5014], [-1.1235, 2.0679, -3.5011], [-0.0283, -0.0980, 3.8014], [0.0558, -1.5668, 2.3599], [0.6697, -2.6603, 3.6476], [1.0517, -1.9743, 1.1977], [0.8947, -0.1373, 4.4208], [-0.9187, -0.4480, 4.3843], [-0.2075, 0.9072, 3.3660], [-0.1973, -2.7955, 4.2989], [0.9836, -3.5916, 3.1828], [1.5164, -2.1621, 4.1401]],
  "charge": 4,
  "homo_energy_ev": [-19.31, -21.02],
  "multiplicity": 6,
  "relative_energy_kj_mol": 328.8,
  "lumo_energy_ev": [-13.89, -16.68],
  "s_squared": 8.7757
}

***

Entry 6:
{
  "formula": "C3H6FOP",
  "method": "the ωB97M-V functional and the def2-TZVPD basis",
  "species": ["C", "C", "C", "P", "O", "F", "H", "H", "H", "H", "H", "H"],
  "xyz": [[2.4072, -0.2259, -0.4551], [1.1324, 0.1831, -0.3993], [0.2610, -0.4780, 0.4330], [-1.4992, -0.2461, 0.2971], [-1.6442, 1.3957, -0.0200], [-3.3514, -0.4848, -0.3618], [3.2265, 0.3034, -0.9667], [2.5195, -1.1675, 0.1158], [0.8437, 1.1064, -0.9266], [0.4819, -1.3528, 1.0226], [-1.8262, -0.4502, 1.5995], [-2.5512, 1.4167, -0.3384]],
  "homo_energy_ev": -8.55,
  "multiplicity": 1,
  "relative_energy_kj_mol": 144.9,
  "lumo_energy_ev": -1.07,
  "smiles": "C=CC=[P@@H](O)F"
}

***

Number 1: maximum force 5.68 eV Å⁻¹, energy -229918.3800 eV. Number 2: maximum force 2.39 eV Å⁻¹, energy -134160.0058 eV. Number 3: maximum force 1.43 eV Å⁻¹, energy -13024.2323 eV. Number 4: maximum force 2.41 eV Å⁻¹, energy -17155.5356 eV. Number 5: maximum force 5.83 eV Å⁻¹, energy -67968.9336 eV. Number 6: maximum force 5.04 eV Å⁻¹, energy -17259.8823 eV.